Record 1
Computed, not measured: a single C6H10 molecule, with ωB97M-V/def2-TZVPD.

Structure (XYZ):
```
16
Properties=species:S:1:pos:R:3
C -0.68547 -1.32177 0.50161
C -0.14751 0.09163 -1.40203
C 0.02035 -0.02520 0.05941
C -0.41180 0.24694 -2.56710
C 1.49854 -0.10807 0.46676
C -0.57142 1.27284 0.64383
H -0.00329 2.11775 0.23683
H -1.74755 -1.32154 0.23719
H -0.49516 1.30792 1.73627
H 2.04205 0.79275 0.16528
H -0.58664 -1.49070 1.58040
H 1.56450 -0.19728 1.55851
H -1.61668 1.40974 0.34991
H -0.64920 0.40044 -3.59584
H -0.21666 -2.16845 -0.01410
H 1.99043 -0.97884 0.02242
```

**E**: -234.55179 Ha
**Energy above the lowest of the compared OMol25 structures with the same formula, charge and spin**: 31.83 kcal per mole
**Charge**: 0
**Orbital gap**: 10.880 eV
**Structure (SMILES)**: C#CC(C)(C)C
**E_LUMO**: 0.95 eV

Here are the natural (NBO) charges for atoms 1 to 8, given in e:
1 C -0.587
2 C -0.004
3 C -0.140
4 C -0.246
5 C -0.587
6 C -0.586
7 H 0.215
8 H 0.217

Record 2
Computed, not measured: a molecular structure, C2HBr2Cl3 at a distorted geometry, with ωB97M-V/def2-TZVPD.

Structure (XYZ):
```
8
Properties=species:S:1:pos:R:3
Br 1.34380 1.78861 0.75427
Br 1.05661 0.52661 -2.46784
Cl -1.82404 1.07153 0.12428
Cl -1.08075 -1.51414 -0.91299
Cl -1.04936 -1.19124 1.87690
C -0.69457 -0.28700 0.33089
C 0.75896 0.12789 0.12976
H 1.48935 -0.52226 0.16472
```

**E**: -6605.32528 Ha
**Energy above the lowest of the compared OMol25 structures with the same formula, charge and spin**: 49.97 kcal per mole
**Charge**: 0
**Orbital gap (alpha / beta)**: 7.408 / 7.368 eV
**E_LUMO (alpha / beta)**: -2.56 / -2.59 eV

Charges per atom according to natural (NBO) partitioning, unit e:
1 Br 0.211
2 Br -0.237
3 Cl 0.065
4 Cl 0.055
5 Cl 0.040
6 C -0.200
7 C -0.112
8 H 0.177

Record 3
Computed, not measured: a molecular structure, C4H5NO3S at a distorted geometry, with ωB97M-V/def2-TZVPD.

Structure (XYZ):
```
14
Properties=species:S:1:pos:R:3
S 2.05135 -0.30774 0.35449
O 2.99591 -0.98942 -0.51381
O -1.12171 1.52308 0.60192
O 1.44191 -0.84306 1.56000
N 0.91982 0.39509 -0.60535
C -2.71267 -0.98103 -0.48191
C -0.86489 0.50554 0.08562
C 1.87668 1.38442 0.08497
C -1.38313 -0.81610 -0.14785
H -0.67329 -1.59610 -0.27686
H 2.47308 2.21989 -0.56207
H -3.52361 -0.33984 -0.27487
H -2.87703 -2.00930 -0.79199
H 1.39757 1.85456 0.96771
```

**E**: -833.91168 Ha
**Energy above the lowest of the compared OMol25 structures with the same formula, charge and spin**: 102.72 kcal per mole
**Charge**: 0
**Orbital gap**: 8.750 eV
**E_LUMO**: -0.92 eV

Here are the natural (NBO) charges for atoms 1 to 8, given in e:
1 S 2.206
2 O -0.881
3 O -0.456
4 O -0.909
5 N -0.783
6 C -0.237
7 C 0.777
8 C -0.523

Record 4
Computed, not measured: a molecular structure, C25H27BClN7O4S4Zr at a distorted geometry, with ωB97M-V/def2-TZVPD.

Structure (XYZ):
```
70
Properties=species:S:1:pos:R:3
Zr 0.48387 -1.36160 0.85620
Cl -0.13428 -3.56884 2.69020
S -1.59006 0.53289 0.83522
S 0.03618 -1.21400 -1.86996
S 0.55327 -0.44872 3.54134
S 3.22807 0.53656 4.58005
O 0.87769 5.29327 -1.13159
O 1.14252 0.57157 0.91861
O 2.66953 5.49935 -2.57654
O 2.52008 -0.45671 -0.44189
N -1.18448 0.92069 -3.04174
N -2.59877 -0.39677 -2.05575
N 1.15375 -3.41294 -0.03799
N 3.05953 -1.20591 2.78684
N -3.84830 -0.88339 0.07494
N 2.40527 -1.95906 1.86241
N -4.06473 0.22108 1.93379
C 1.99356 0.59689 -0.06709
C -1.29970 -0.21446 -2.31404
C 2.00297 1.46740 5.51629
C -3.77457 1.05688 3.08789
C 2.65307 4.24745 -2.03883
C 0.54066 -4.12947 -0.98508
C 1.17019 -5.15763 -1.65943
C 3.53019 3.22011 -2.28222
C -3.19297 -0.08772 0.94045
C 3.29133 2.02433 -1.60010
C -2.43740 1.47259 -3.21966
C 2.25222 -0.45630 3.51866
C -3.30774 0.65194 -2.59782
C -5.13683 -1.06479 0.52762
C -5.28110 -0.38233 1.68186
C 2.22561 1.90070 -0.72280
C 2.49633 -5.43159 -1.36575
C 1.58507 4.11917 -1.16899
C 1.33608 2.96137 -0.48480
C -1.25719 -2.47780 1.73393
C 2.42549 -3.71519 0.28319
C 3.13480 -4.70255 -0.37879
C 1.53707 6.18594 -2.03009
C 3.05090 -2.93480 1.35060
C 0.04127 1.46950 -3.60037
B -3.24791 -1.54642 -1.21851
H 2.48384 1.75500 6.44946
H -4.16877 -2.03922 -1.83711
H -4.12876 0.56189 3.99021
H 4.16384 -4.89255 -0.10554
H -5.83833 -1.67344 -0.01494
H -1.90082 -2.00239 2.46604
H 4.36010 3.33697 -2.96572
H 3.02717 -6.20856 -1.90101
H -1.85416 -3.13993 1.10971
H 0.09777 2.53252 -3.37260
H 1.13891 0.84243 5.72841
H 4.05771 -3.15703 1.68606
H -6.12158 -0.27298 2.34396
H 0.85792 6.46060 -2.83683
H 0.63203 -5.70836 -2.41726
H -4.37582 0.72458 -2.49016
H -2.58524 2.38610 -3.76774
H 3.93458 1.16820 -1.75469
H -4.25992 2.02728 2.98957
H 0.06567 1.32093 -4.67948
H 1.88020 7.06523 -1.48723
H -2.39931 -2.33800 -0.92077
H -2.69894 1.19850 3.14557
H -0.48145 -3.85341 -1.20296
H 0.88735 0.96212 -3.14849
H 0.49906 2.84966 0.19288
H 1.68638 2.35319 4.97043
```

**E**: -3778.17372 Ha
**Energy above the lowest of the compared OMol25 structures with the same formula, charge and spin**: 21.69 kcal per mole
**Charge**: 0
**Orbital gap**: 6.732 eV
**E_LUMO**: -0.79 eV

Here are the natural (NBO) charges for atoms 1 to 8, given in e:
1 Zr 1.748
2 Cl -0.040
3 S -0.238
4 S -0.265
5 S -0.154
6 S 0.318
7 O -0.492
8 O -0.799